No. 1
{"formula": "H5O3", "method": "ωB97M-V/def2-TZVPD", "species": ["O", "H", "O", "H", "H", "O", "H", "H"], "coordinates": [[-1.02334, -0.26577, 2.06831], [-0.36248, -0.08516, 1.35372], [1.21095, -0.17873, -2.15329], [0.92306, -0.12660, -1.08295], [0.46698, -0.97095, -2.24475], [0.45650, 0.23063, 0.07013], [-1.80001, 0.27335, 2.01270], [0.12834, 1.12323, -0.02387]], "lowdin_charge": [-0.1431, -0.0676, -0.3496, -0.1057, 0.0525, -0.3269, -0.0224, -0.0372], "homo_lumo_gap_ev": 8.75, "energy_ev": -6223.928, "lumo_energy_ha": 0.1711, "charge": -1}



No. 2
{"formula": "H5O3", "method": "ωB97M-V/def2-TZVPD", "species": ["O", "H", "O", "H", "H", "O", "H", "H"], "coordinates": [[1.83109, 0.34638, -0.80521], [2.28258, 0.14098, 0.00016], [-1.93399, -0.50653, -0.45756], [-1.17439, -0.27928, 0.18728], [-1.88993, -1.46005, -0.36545], [0.02989, 0.24608, 1.08527], [0.97296, 0.52241, -0.36339], [0.20900, 0.34285, 2.04948]], "lowdin_charge": [-0.1416, -0.0190, -0.1734, -0.0448, -0.0145, -0.4847, -0.0314, -0.0907], "homo_lumo_gap_ev": 8.83, "energy_ev": -6224.270, "lumo_energy_ha": 0.1839, "charge": -1}



No. 3
{"formula": "H5O3", "method": "ωB97M-V/def2-TZVPD", "species": ["O", "H", "O", "H", "H", "O", "H", "H"], "coordinates": [[0.71077, -1.01517, 0.09658], [1.25687, -1.49061, -0.59338], [0.61189, 1.56892, 1.12676], [-0.06852, 1.82148, 0.47833], [0.88672, 0.73378, 0.66810], [-1.29555, -0.29123, -0.89051], [-1.70466, -0.74290, -0.18699], [-0.39753, -0.58427, -0.69889]], "lowdin_charge": [-0.4676, -0.0613, -0.1476, 0.0077, -0.0209, -0.1444, -0.0250, -0.1409], "homo_lumo_gap_ev": 8.92, "energy_ev": -6224.159, "lumo_energy_ha": 0.1900, "charge": -1}



No. 4
{"formula": "H5P3", "method": "ωB97M-V/def2-TZVPD", "species": ["P", "P", "P", "H", "H", "H", "H", "H"], "coordinates": [[-1.52897, 2.29093, 0.67785], [1.22412, 1.24368, -0.54869], [0.10373, 1.26890, 1.31000], [-2.14427, 2.24777, 1.94002], [-1.07194, -1.67548, -0.49711], [2.45404, 1.37811, 0.09233], [1.35607, -0.14662, -0.57795], [-0.50246, -2.02824, -0.09850]], "lowdin_charge": [0.2058, 0.3777, 0.0409, -0.2490, 0.0120, -0.1873, -0.2053, 0.0051], "multiplicity": 3, "homo_lumo_gap_ev": [7.90, 5.92], "energy_ev": -27942.929, "s_squared": 2.011, "lumo_energy_ha": [0.0393, -0.1141]}



No. 5
{"formula": "H5PSi", "method": "ωB97M-V/def2-TZVPD", "species": ["Si", "P", "H", "H", "H", "H", "H"], "coordinates": [[0.57059, 0.70186, 0.24826], [-0.89985, -0.40705, -0.99000], [1.09421, 1.97575, -0.04963], [-1.29119, 0.25883, 1.92251], [1.43936, 0.08108, 1.24556], [-0.68241, -1.59946, -0.17353], [-0.23070, -1.01100, -2.20318]], "lowdin_charge": [0.2567, 0.3611, -0.2029, 0.0389, -0.1562, -0.1597, -0.1379], "multiplicity": 3, "homo_lumo_gap_ev": [7.64, 7.91], "energy_ev": -17241.511, "s_squared": 2.004, "lumo_energy_ha": [0.0341, -0.0702]}



No. 6
{"formula": "H64O32", "method": "ωB97M-V/def2-TZVPD", "species": ["O", "H", "H", "O", "H", "H", "O", "H", "H", "O", "H", "H", "O", "H", "H", "O", "H", "H", "O", "H", "H", "O", "H", "H", "O", "H", "H", "O", "H", "H", "O", "H", "H", "O", "H", "H", "O", "H", "H", "O", "H", "H", "O", "H", "H", "O", "H", "H", "O", "H", "H", "O", "H", "H", "O", "H", "H", "O", "H", "H", "O", "H", "H", "O", "H", "H", "O", "H", "H", "O", "H", "H", "O", "H", "H", "O", "H", "H", "O", "H", "H", "O", "H", "H", "O", "H", "H", "O", "H", "H", "O", "H", "H", "O", "H", "H"], "coordinates": [[2.18856, -1.67289, -2.45998], [1.52404, -2.12566, -1.94070], [3.02211, -1.98361, -2.10661], [-1.01219, -1.45055, -4.69957], [-0.89823, -0.73012, -4.07970], [-0.13083, -1.62458, -5.02993], [1.53703, 4.56771, -4.11383], [1.42990, 3.77596, -3.58667], [0.95690, 4.43695, -4.86388], [0.21631, -6.00739, -0.36691], [0.13412, -5.20720, -0.88573], [-0.64014, -6.42883, -0.43847], [3.29344, 3.21839, -0.30511], [4.16997, 3.53801, -0.51903], [2.88188, 3.94327, 0.16542], [0.59243, -1.25049, 3.20108], [0.21274, -0.43527, 3.52892], [1.40056, -1.35764, 3.70276], [-3.75980, -2.11186, 3.23234], [-3.27087, -1.61172, 3.88583], [-3.38107, -1.84640, 2.39429], [1.73330, 3.76893, 3.63610], [2.53015, 3.67951, 3.11335], [1.05982, 4.02355, 3.00537], [3.69026, 1.63182, 3.45579], [3.59342, 2.13709, 4.26297], [4.54895, 1.21623, 3.53437], [-2.38382, 1.41730, -2.79823], [-1.50463, 1.03975, -2.77168], [-2.48229, 1.73327, -3.69639], [-1.14570, -3.52007, 2.91394], [-1.53469, -3.23362, 2.08759], [-0.47956, -2.86036, 3.10704], [0.07183, 0.47195, -2.85216], [0.83796, -0.08729, -2.98066], [0.41947, 1.26538, -2.44490], [-3.64870, -1.24326, -3.87639], [-3.63228, -0.39630, -3.43073], [-2.75865, -1.35622, -4.20997], [5.91994, -0.49030, -0.56073], [6.38741, -0.63535, 0.26186], [5.13440, -0.00522, -0.30804], [-5.44648, -1.27378, 0.13162], [-5.93998, -1.42825, -0.67387], [-4.65698, -0.81464, -0.15494], [-5.20528, 2.10490, 1.17835], [-5.57788, 1.95767, 2.04768], [-4.33196, 1.71554, 1.22247], [1.57040, -1.92649, -5.20196], [2.12318, -1.88180, -4.42179], [2.17663, -2.12968, -5.91430], [-1.85950, 4.12807, 2.24631], [-2.49522, 4.29920, 2.94114], [-1.16796, 4.77428, 2.38925], [1.31159, 1.79809, 5.60763], [1.61366, 0.92578, 5.35453], [1.59346, 2.36690, 4.89123], [-3.35831, -3.33248, -2.05340], [-3.67723, -2.72519, -2.72103], [-3.34555, -4.18416, -2.49011], [-0.06283, -0.35124, 0.11895], [0.45848, 0.20204, 0.70064], [-0.31337, 0.22706, -0.60148], [-2.07313, 0.09484, 4.80488], [-1.86251, -0.71829, 5.26390], [-2.21218, 0.73520, 5.50262], [-0.40893, -4.60197, -3.28047], [-1.21382, -4.95678, -2.90300], [-0.38373, -3.69315, -2.98104], [3.70328, 0.64975, 0.66017], [4.14733, 0.82762, 1.48928], [3.44082, 1.51229, 0.33864], [-2.15506, -2.60008, 0.51292], [-1.84533, -1.78488, 0.11827], [-2.66438, -3.02304, -0.17841], [-0.94521, 3.98928, -0.29318], [-1.02514, 4.88009, -0.63422], [-1.47874, 3.98778, 0.50153], [1.24324, 2.68683, -1.91507], [0.65695, 3.25366, -1.41388], [2.07271, 2.71801, -1.43837], [4.25339, -1.96738, 3.02137], [4.79456, -1.30476, 3.45068], [4.86608, -2.46166, 2.47683], [4.65971, 1.86381, -2.59955], [4.54616, 1.25288, -3.32763], [3.99935, 1.59929, -1.95909], [-3.14983, 0.01703, -0.47591], [-2.85431, 0.48798, -1.25508], [-2.91395, 0.58928, 0.25425], [-2.73907, 1.31317, 2.22230], [-2.19212, 2.08970, 2.34093], [-2.68719, 0.85285, 3.05994], [0.75399, -3.08466, -0.41620], [1.22223, -3.45799, 0.33053], [0.21267, -2.39173, -0.03796]], "lowdin_charge": [-0.0384, 0.0108, 0.0633, -0.0438, -0.0011, -0.0089, -0.0579, -0.0192, 0.0302, -0.0557, -0.0210, 0.0293, -0.0224, 0.0931, 0.0830, -0.0228, 0.0249, 0.0429, -0.0400, -0.0132, 0.0002, -0.0213, 0.0323, 0.0396, -0.0344, 0.0371, 0.0470, -0.0374, -0.0219, 0.0698, -0.0704, -0.0320, -0.0296, -0.0559, 0.0391, 0.0009, -0.0395, 0.0193, -0.0090, -0.0629, 0.0180, -0.0375, -0.0602, 0.0248, -0.0401, -0.0591, 0.0308, -0.0340, -0.0347, 0.0095, 0.0615, -0.0287, 0.0820, 0.0564, -0.0481, 0.0179, -0.0377, -0.0365, -0.0008, 0.0393, -0.0162, 0.0433, 0.0179, -0.0304, 0.0620, 0.0611, -0.0371, 0.0159, 0.0123, -0.0359, 0.0143, -0.0073, -0.0381, 0.0058, 0.0249, -0.0352, 0.0538, -0.0128, -0.0336, 0.0291, 0.0045, -0.0331, 0.0154, 0.0393, -0.0269, 0.0476, -0.0062, -0.0256, 0.0087, 0.0174, -0.0275, 0.0160, 0.0168, -0.0348, 0.0660, 0.0013], "homo_lumo_gap_ev": 7.70, "energy_ev": -66561.304, "lumo_energy_ha": -0.0528}



No. 7
{"formula": "H6IO3Zn", "method": "ωB97M-V/def2-TZVPD", "species": ["Zn", "I", "O", "H", "H", "O", "H", "H", "O", "H", "H"], "coordinates": [[4.13140, 1.38903, -3.99191], [1.06521, 0.65212, -0.45838], [-3.38106, 4.00584, 1.70829], [-2.74587, 3.30503, 1.56118], [-3.70157, 4.22669, 0.83379], [5.69045, -1.77200, 2.40808], [4.91895, -1.38074, 1.99826], [6.33778, -1.81956, 1.70457], [-4.41627, -2.68584, -2.07046], [-4.27524, -3.62893, -1.98738], [-3.62378, -2.29164, -1.70604]], "lowdin_charge": [0.6732, 0.3257, -0.0469, 0.0170, 0.0304, -0.0457, 0.0174, 0.0287, -0.0503, 0.0315, 0.0191], "homo_lumo_gap_ev": 3.07, "energy_ev": -62745.911, "lumo_energy_ha": -0.3824, "charge": 1}



No. 8
{"formula": "H6N2", "method": "ωB97M-V/def2-TZVPD", "species": ["N", "H", "H", "H", "N", "H", "H", "H"], "coordinates": [[-1.49206, -1.50437, 0.94118], [-1.92991, -2.31044, 1.39853], [-0.48594, -1.69567, 0.89945], [-1.83276, -1.48885, -0.02541], [1.68932, 1.73917, -0.93666], [0.99862, 2.27488, -1.47198], [1.75881, 2.18050, -0.01414], [1.29389, 0.80481, -0.79095]], "lowdin_charge": [-0.0137, 0.0061, 0.0027, 0.0048, -0.0112, 0.0061, 0.0067, -0.0015], "homo_lumo_gap_ev": 11.04, "energy_ev": -3077.612, "smiles": "N.N", "lumo_energy_ha": 0.0331}



No. 9
{"formula": "H6N2", "method": "ωB97M-V/def2-TZVPD", "species": ["N", "H", "H", "H", "N", "H", "H", "H"], "coordinates": [[11.28778, 6.38346, -0.51289], [11.55287, 7.28569, -0.10503], [12.14755, 5.83254, -0.60183], [10.69821, 5.90645, 0.17667], [9.37540, 6.00287, 3.25729], [9.15645, 5.69846, 2.30334], [10.39629, 5.98828, 3.34780], [9.08363, 6.98264, 3.33177]], "lowdin_charge": [-0.0063, 0.0070, 0.0084, -0.0117, -0.0080, -0.0038, 0.0059, 0.0085], "homo_lumo_gap_ev": 11.06, "energy_ev": -3077.608, "smiles": "N.N", "lumo_energy_ha": 0.0300}



No. 10
{"formula": "H6N2O3Si", "method": "ωB97M-V/def2-TZVPD", "species": ["N", "N", "O", "O", "O", "Si", "H", "H", "H", "H", "H", "H"], "coordinates": [[-2.08788, -0.26186, -1.08237], [-2.31469, 0.91062, -1.31502], [0.70448, 0.89662, 1.60385], [2.38254, 0.55757, -0.38177], [1.32186, -1.74746, 0.73238], [1.04795, -0.12504, 0.34196], [-0.36029, -0.31858, -0.19266], [-2.70681, -0.77247, -0.39072], [-3.23342, 1.24481, -0.93351], [0.64635, 1.78721, 1.52671], [2.71554, 0.11265, -1.25869], [1.88437, -2.28407, 1.34984]], "lowdin_charge": [-0.0958, -0.0324, -0.1179, -0.1789, -0.1947, 0.2995, -0.0009, 0.0796, 0.0597, -0.0131, 0.1160, 0.0789], "homo_lumo_gap_ev": 9.62, "energy_ev": -17098.531, "smiles": "[H]/N=N\\[H].O[SiH](O)O", "lumo_energy_ha": 0.0192}



No. 11
{"formula": "H6N3O12Zn", "method": "ωB97M-V/def2-TZVPD", "species": ["Zn", "N", "O", "O", "O", "N", "O", "O", "O", "N", "O", "O", "O", "O", "H", "H", "O", "H", "H", "O", "H", "H"], "coordinates": [[0.16976, -0.08981, 0.02184], [-2.09958, 2.16051, -1.11972], [-1.29807, 1.24556, -0.78490], [-1.79778, 3.12567, -1.78518], [-3.28919, 2.01761, -0.77117], [2.72678, 1.67368, -0.53216], [3.43144, 2.17257, -1.39799], [3.00274, 1.83432, 0.63376], [1.74777, 0.99231, -0.77795], [-2.21536, -2.19142, 0.73983], [-2.97756, -2.19189, -0.19154], [-2.40395, -2.96938, 1.69855], [-1.21596, -1.51105, 0.60351], [0.21864, -1.24427, -1.72521], [0.48124, -2.16025, -1.81614], [0.52029, -0.82690, -2.53209], [0.08178, 0.81343, 1.82559], [-0.40240, 1.59692, 2.08626], [0.03212, 0.23606, 2.58745], [1.50077, -1.37557, 0.85630], [2.43291, -1.18001, 0.95163], [1.35359, -2.12808, 1.42929]], "lowdin_charge": [0.6616, -0.6038, -0.0968, 0.0028, -0.0372, -0.6395, 0.0075, -0.0128, -0.0711, -0.6209, 0.0258, -0.0418, -0.0912, 0.0002, 0.0818, 0.0852, 0.0007, 0.0972, 0.0818, -0.0086, 0.0890, 0.0902], "homo_lumo_gap_ev": 7.34, "energy_ev": -77548.174, "lumo_energy_ha": 0.0670, "charge": -1}



No. 12
{"formula": "H6N3OP", "method": "ωB97M-V/def2-TZVPD", "species": ["N", "N", "N", "O", "P", "H", "H", "H", "H", "H", "H"], "coordinates": [[0.50758, 0.81042, -1.73519], [1.04410, 0.38762, 1.00769], [-1.51539, 0.10191, 0.43160], [0.53478, -1.54922, -0.60299], [0.21020, 0.07373, -0.39816], [0.52560, 1.87926, -1.52693], [0.42558, -0.05733, 1.61535], [1.24439, 1.34192, 1.23811], [-1.79188, 0.95635, 0.96835], [-2.22098, -0.08773, -0.31585], [1.15621, -1.56597, -1.25563]], "lowdin_charge": [-0.2380, -0.0818, -0.1375, -0.1553, 0.4927, 0.0193, 0.0001, 0.0512, 0.0313, 0.0248, -0.0069], "homo_lumo_gap_ev": 9.88, "energy_ev": -15904.532, "smiles": "N=P(N)(N)O", "lumo_energy_ha": 0.0224}